The molecule C6H12O, computed with ωB97M-V/def2-TZVPD.

XYZ file:
```
19
C6H12O | the OMol25 dataset | ωB97M-V/def2-TZVPD
C -1.03285 0.42754 -1.89200
C -0.29678 -0.41886 -1.14524
O -0.72345 -1.64721 -0.77971
C 1.11589 -0.16453 -0.68043
C 1.38686 -0.45760 0.80119
C 0.48481 0.46397 1.62805
C -0.96798 0.44068 1.08807
H -2.04656 0.16755 -2.18483
H -0.55271 1.26917 -2.36651
H -1.58397 -1.79068 -1.19733
H 1.71572 -0.80023 -1.33417
H 1.36163 0.88331 -0.88764
H 1.17527 -1.51141 1.01953
H 2.45435 -0.30052 1.02830
H 0.87302 1.48795 1.55623
H 0.55190 0.19495 2.69705
H -1.12138 0.67327 -0.06412
H -1.54001 1.27694 1.46161
H -1.45011 -0.49903 1.41305
```

For the HOMO energy, the calculation gives -8.018 eV. As for the charge: 0. Its multiplicity is 1. For the molar mass, the calculation gives 100.16 g/mol. The relative energy (zero: lowest compared OMol25 entry of this formula, charge and spin) is 210.2 kJ/mol. The calculation puts the gap between HOMO and LUMO at 8.9 eV.